# 1
Density functional theory data (ωB97M-V/def2-TZVPD) for C29H48Cl2N3O4SSiSm as an isolated structure in a non-equilibrium geometry.

LUMO (alpha / beta), eV: -0.53 / -0.34
Energy above the lowest of the compared OMol25 structures with the same formula, charge and spin, kJ/mol: 359.8
Multiplicity: 6
HOMO (alpha / beta), eV: -6.2 / -6.2
Gap between HOMO and LUMO (alpha / beta), eV: 5.70 / 5.89

Cartesian coordinates (Å):
Sm  -0.179  -1.431  -1.842
Cl  -0.009  -3.725  -3.022
Cl  -0.482  0.576  -6.794
S  -1.819  -2.905  0.048
Si  0.917  -0.590  -5.863
O  2.047  -1.557  -1.677
O  -1.441  0.458  -2.124
O  0.483  -0.266  0.233
O  -0.376  -1.794  -5.325
N  4.017  -2.608  -2.040
N  -2.167  2.613  -2.346
N  1.074  0.819  2.157
C  1.317  -2.672  -9.321
C  0.597  -0.234  1.493
C  1.956  -3.914  -9.315
C  2.319  -1.944  -5.785
C  -2.267  -2.461  -6.778
C  -3.735  -1.899  -8.770
C  2.776  -2.604  -1.593
C  -2.449  -1.876  4.401
C  -0.880  -2.825  -6.194
C  0.093  -3.238  -7.296
C  -2.321  2.481  -3.802
C  0.698  -4.501  -7.301
C  1.708  1.935  1.447
C  1.089  0.324  -4.190
C  4.696  -3.855  -2.364
C  4.583  -1.350  -2.516
C  2.149  -0.096  -7.384
C  -2.448  3.904  -1.720
C  0.361  -2.367  -8.349
C  -1.991  -2.442  1.673
C  -2.533  -2.500  -8.107
C  -2.892  -0.981  3.411
C  -3.341  -2.125  -5.794
C  -1.534  -3.317  2.688
C  -2.667  -1.248  2.064
C  1.606  -4.842  -8.319
C  -1.766  -3.039  4.028
C  1.263  0.800  3.608
C  -1.744  1.594  -1.617
H  -2.817  1.532  -4.052
H  2.236  0.371  3.890
H  -1.908  -3.053  -8.816
H  1.694  -0.219  -3.427
H  4.524  -4.575  -1.559
H  5.764  -3.659  -2.469
H  2.764  1.696  1.231
H  -1.658  1.761  -0.530
H  4.336  -4.298  -3.304
H  -3.528  -1.804  -9.847
H  0.468  0.247  4.120
H  -1.021  -3.657  -5.488
H  3.284  -1.414  -5.757
H  -3.436  -0.079  3.705
H  2.252  -2.628  -4.932
H  -2.912  -2.123  -4.786
H  1.156  2.152  0.524
H  -3.026  -0.577  1.279
H  1.545  -1.943  -10.100
H  -2.929  3.326  -4.134
H  0.281  -1.099  2.111
H  2.819  -0.858  -7.820
H  -4.162  -2.860  -5.803
H  -1.613  4.203  -1.075
H  1.257  1.838  3.950
H  -0.238  -1.470  -8.439
H  2.766  0.674  -6.892
H  2.292  -2.554  -6.694
H  4.045  -1.006  -3.416
H  5.637  -1.545  -2.738
H  0.087  0.487  -3.752
H  0.392  -5.219  -6.537
H  2.056  -5.845  -8.324
H  -2.656  -1.666  5.452
H  1.553  1.318  -4.282
H  -4.643  -2.520  -8.684
H  -1.341  2.509  -4.305
H  2.380  -3.531  -1.168
H  1.615  0.339  -8.249
H  -1.027  -4.227  2.381
H  -3.966  -0.895  -8.381
H  2.659  -4.194  -10.118
H  4.481  -0.600  -1.718
H  -3.356  3.852  -1.104
H  -2.584  4.645  -2.509
H  -1.426  -3.745  4.783
H  1.676  2.784  2.136
H  -3.792  -1.151  -6.029

# 2
Density functional theory data (ωB97M-V/def2-TZVPD) for C22H26FeIN4O as an isolated structure in a non-equilibrium geometry.

LUMO (alpha / beta), eV: 3.91 / 4.12
Total charge: -2
Multiplicity: 6
HOMO (alpha / beta), eV: 2.4 / -1.7
Gap between HOMO and LUMO (alpha / beta), eV: 1.55 / 5.84

Cartesian coordinates (Å):
I  2.248  -4.138  -3.313
Fe  0.508  -0.154  -0.649
O  1.727  1.661  -2.741
N  -1.908  -1.976  -1.227
N  -1.843  -0.272  -2.516
N  1.688  -1.041  1.973
N  3.248  -0.791  0.522
C  -3.261  0.910  2.178
C  -2.119  2.876  3.089
C  1.653  -2.228  -3.645
C  2.869  -0.944  2.673
C  1.015  2.450  0.351
C  -1.108  -0.886  -1.534
C  -1.083  1.584  1.231
C  0.976  1.373  -1.850
C  1.879  -0.874  0.609
C  -3.181  1.977  3.109
C  -1.078  2.715  2.151
C  1.022  3.535  1.232
C  3.996  -0.628  -0.702
C  -2.241  0.733  1.233
C  0.422  -1.159  2.667
C  -1.545  0.991  -3.147
C  -3.043  -2.061  -2.023
C  3.845  -0.789  1.763
C  -2.986  -0.966  -2.872
C  -1.740  -2.894  -0.128
C  0.060  1.439  0.369
C  -0.009  3.657  2.139
H  -0.772  0.877  -3.915
H  -4.122  0.224  2.191
H  0.009  4.491  2.838
H  -3.652  -0.665  -3.643
H  -3.959  2.108  3.858
H  3.645  0.242  -1.265
H  2.513  -1.694  -3.162
H  1.894  2.529  -0.297
H  -3.787  -2.821  -1.969
H  0.720  -1.861  -3.140
H  0.587  -1.720  3.606
H  5.049  -0.481  -0.437
H  -0.694  -3.207  -0.047
H  -2.379  -3.778  -0.284
H  -2.465  1.354  -3.619
H  -1.202  1.730  -2.414
H  -2.033  3.724  3.790
H  -2.042  -2.444  0.831
H  -0.299  -1.687  2.030
H  3.895  -1.518  -1.331
H  4.912  -0.682  1.895
H  1.692  -1.836  -4.670
H  -2.322  -0.035  0.456
H  1.859  4.224  1.087
H  2.938  -1.010  3.755
H  0.004  -0.164  2.916

# 3
Density functional theory data (ωB97M-V/def2-TZVPD) for C17H18BN7O4V as an isolated structure in a non-equilibrium geometry.

LUMO (alpha / beta), eV: -8.98 / -10.59
Total charge: +2
Energy above the lowest of the compared OMol25 structures with the same formula, charge and spin, kJ/mol: 479.2
Multiplicity: 4
HOMO (alpha / beta), eV: -14.4 / -14.4
Gap between HOMO and LUMO (alpha / beta), eV: 5.40 / 3.79

Cartesian coordinates (Å):
V  1.616  0.585  0.086
O  0.371  2.088  -0.561
O  -3.214  7.398  0.886
O  -4.720  6.204  1.960
O  -1.266  0.540  -0.129
N  -0.386  -2.883  0.889
N  2.687  -2.368  0.087
N  -3.766  6.306  1.158
N  0.328  -3.712  0.049
N  2.623  -1.033  0.446
N  1.181  -2.045  -1.843
N  0.963  -0.687  -1.631
C  -3.264  5.126  0.544
C  -3.775  3.864  0.932
C  -3.036  2.722  0.632
C  0.756  0.125  1.931
C  4.604  -1.823  1.095
C  -1.824  2.853  -0.075
C  1.119  -2.288  -3.169
C  -2.100  5.250  -0.236
C  -1.380  4.103  -0.509
C  0.496  -0.184  -2.793
C  0.692  -1.131  -3.806
C  3.925  -2.818  0.388
C  -1.514  -3.476  1.210
C  -0.863  1.709  -0.262
C  3.741  -0.730  1.159
C  -1.482  -4.822  0.761
C  -0.298  -4.926  0.030
B  1.568  -3.096  -0.738
H  3.819  0.218  1.671
H  -3.365  1.737  0.963
H  0.110  -5.777  -0.482
H  2.086  -4.029  -1.301
H  0.580  -0.982  -4.860
H  -0.185  0.576  2.265
H  0.530  -0.596  1.097
H  1.557  0.896  1.624
H  0.053  0.799  -2.854
H  -4.703  3.824  1.502
H  -1.727  6.220  -0.554
H  1.120  -0.465  2.778
H  -2.222  -5.574  0.964
H  5.596  -1.884  1.502
H  -0.420  4.176  -1.014
H  -2.301  -2.968  1.745
H  4.239  -3.793  0.037
H  1.454  -3.230  -3.576

# 4
Density functional theory data (ωB97M-V/def2-TZVPD) for C28H35BBrClF6MgN4NaO9V as an isolated structure in a non-equilibrium geometry.

LUMO, eV: -5.92
HOMO, eV: -7.1
Gap between HOMO and LUMO, eV: 1.21

Cartesian coordinates (Å):
Br  3.031  -4.468  0.447
V  -10.733  -2.508  -1.766
Cl  7.466  2.167  0.174
Mg  0.285  2.015  -4.212
Na  -7.308  -2.088  0.750
F  -4.606  0.863  -1.985
F  1.170  4.761  -2.140
F  2.445  -3.077  4.352
F  1.739  3.168  -3.698
F  3.380  4.365  -2.573
F  2.078  5.412  -4.136
O  -11.337  -2.853  -3.265
O  -10.053  -2.143  -0.219
O  -2.172  -1.148  0.931
O  -4.533  -1.534  -5.724
O  5.847  2.439  -4.208
O  4.458  0.709  -4.520
O  -4.817  -0.624  -3.671
O  6.279  1.155  -0.726
O  -3.073  0.000  -4.943
N  3.256  -1.679  1.614
N  4.235  -0.104  -1.743
N  2.199  0.863  0.916
N  -3.421  3.829  5.220
C  0.678  -5.130  1.817
C  1.311  -6.506  2.031
C  -1.065  2.206  0.329
C  -3.076  0.832  -3.791
C  -0.250  -2.494  1.334
C  1.935  -1.506  1.382
C  1.090  -2.652  1.496
C  -4.185  -0.800  -4.876
C  1.416  -0.241  1.059
C  -4.880  -0.837  0.895
C  4.956  1.887  -0.495
C  3.471  0.633  1.118
C  -3.917  0.045  -2.816
C  5.336  1.530  -4.900
C  -3.324  1.821  6.145
C  -4.000  3.012  6.153
C  4.447  1.777  0.949
C  3.997  -0.624  1.484
C  -2.683  -0.675  2.189
C  -2.379  3.177  4.619
C  -0.616  1.112  0.569
C  5.842  1.402  -6.344
C  -0.800  -1.238  1.045
C  0.000  -0.133  0.890
C  4.031  1.342  -1.523
C  1.689  -3.981  1.807
C  -4.204  -0.746  2.278
C  -2.294  1.926  5.170
B  2.134  4.516  -3.105
H  -3.541  0.970  6.768
H  -2.394  0.365  2.347
H  1.536  -6.965  1.074
H  -4.837  3.347  6.740
H  4.250  -0.309  -2.742
H  5.059  -0.739  1.664
H  -2.218  -1.230  3.004
H  -3.527  1.796  -4.033
H  4.296  1.838  -2.462
H  -4.512  -1.639  2.820
H  -3.356  -0.684  -2.226
H  -4.787  -1.872  0.554
H  -1.678  3.011  0.004
H  6.543  1.399  -1.657
H  -4.431  -0.149  0.192
H  6.915  1.218  -6.338
H  2.169  -3.939  2.800
H  5.293  1.649  1.622
H  2.992  1.603  -1.341
H  5.651  2.332  -6.881
H  5.345  0.584  -6.863
H  0.573  -7.164  2.491
H  -0.951  -3.305  1.442
H  3.972  2.727  1.180
H  -2.062  0.976  -3.406
H  -5.940  -0.593  1.037
H  -0.142  -4.926  2.502
H  5.112  2.938  -0.723
H  -4.562  0.158  2.763
H  0.243  -5.141  0.811
H  3.405  -0.554  -1.373
H  -1.790  3.655  3.855
H  -3.715  4.764  5.010
H  -1.571  1.171  4.907
H  2.185  -6.464  2.673